Record 1
64
Properties=species:S:1:pos:R:3:forces:R:3 method="wB97M-V/def2-TZVPD" gap_ha="0.322 / 0.268" spin_multiplicity=4 e_homo_ev="-11.3 / -11.5" charge=+1 s_squared=3.7691
Tc 0.8991 -1.2295 0.3322 -0.7 -0.4 0.3
N 2.6065 -2.5152 -0.3912 -0.4 0.1 -0.3
C 3.5734 -2.5055 0.7206 0.4 -0.2 0.7
C 2.7954 -2.6829 2.0341 0.8 -0.2 -0.3
O 3.2062 -3.3598 2.9506 0.0 0.2 -0.3
N 1.6044 -2.0334 1.9951 0.4 0.8 -0.4
C 0.5702 -2.5374 2.8280 -1.4 -0.5 -0.1
C -0.4695 -3.2090 1.8405 0.5 -0.4 3.4
O -1.2831 -3.9911 2.2486 -0.2 0.0 -0.4
O -0.3295 -2.7861 0.6378 0.3 1.2 -2.8
H 3.0731 -2.2956 -1.2718 -0.2 0.0 0.1
H 2.2241 -3.4590 -0.4877 0.0 0.2 -0.1
H 4.3178 -3.3036 0.6503 -0.1 0.1 -0.1
H 4.0859 -1.5415 0.7339 0.0 -0.1 0.0
H 0.9282 -3.2595 3.5661 -0.1 0.2 -0.1
H 0.0329 -1.7180 3.3129 0.0 -0.1 0.2
C 4.0274 0.8450 -0.5853 -0.1 0.0 0.2
C 2.9584 1.3639 0.3254 0.4 0.5 0.1
C 3.0888 2.6161 0.9108 0.0 -0.3 -0.2
C 2.0726 3.1208 1.7164 -0.1 -0.3 -0.1
C 0.9264 2.3810 1.9173 0.1 0.0 0.0
C 0.8435 1.1293 1.3035 0.5 0.1 -0.2
N 1.8660 0.6293 0.5444 0.1 0.5 0.1
N -0.1408 0.2200 1.3170 -0.5 -1.0 0.0
Si -1.7829 0.5016 1.9143 -0.9 0.1 0.0
C -2.3731 2.0671 0.9801 0.3 -0.6 0.5
C -1.8403 0.7703 3.8040 0.1 -0.1 -0.9
C -2.8568 -0.9876 1.4298 0.5 0.6 0.3
H 4.9217 0.5976 -0.0143 0.1 -0.1 0.0
H 4.3022 1.6126 -1.3052 0.0 0.0 -0.1
H 3.6854 -0.0368 -1.1178 0.0 -0.1 -0.1
H 3.9828 3.1882 0.7260 0.1 0.1 0.0
H 2.1780 4.0973 2.1623 0.0 0.1 0.1
H 0.1168 2.7302 2.5354 -0.1 0.1 0.1
H -1.7697 2.9402 1.2047 0.1 0.2 0.1
H -3.3933 2.3001 1.2644 -0.3 0.0 0.1
H -2.3479 1.9227 -0.0962 0.0 -0.2 -0.2
H -1.3450 1.6807 4.1269 0.1 0.2 0.0
H -1.4061 -0.0584 4.3572 0.1 -0.2 0.0
H -2.8812 0.8457 4.1048 -0.2 0.0 0.0
H -2.4950 -1.4991 0.5445 0.1 0.0 -0.2
H -3.8782 -0.6705 1.2404 -0.2 0.2 0.0
H -2.8925 -1.7210 2.2305 0.0 -0.1 0.1
C -2.2664 -2.0074 -2.2431 0.1 -0.3 0.2
N -1.9605 -0.6414 -2.6068 0.2 0.0 0.2
C -2.8687 -0.0027 -3.5390 -0.2 0.4 -0.1
C -2.8670 1.4952 -3.2818 0.2 -0.1 -0.1
C -1.4429 1.9929 -3.4576 -0.4 0.1 -0.2
N -0.5284 1.1867 -2.6710 0.0 -0.3 0.2
C 0.7496 1.7941 -2.3808 0.3 0.0 0.1
C -0.7977 -0.0695 -2.2539 -0.4 0.4 -0.5
O 0.0629 -0.7050 -1.5894 0.8 -0.6 0.9
H -3.2430 -2.0464 -1.7611 0.0 0.0 0.0
H -1.5130 -2.3822 -1.5546 -0.1 -0.1 -0.1
H -2.2910 -2.6377 -3.1340 0.0 0.0 0.0
H -3.8635 -0.4249 -3.3906 0.1 0.0 0.0
H -2.5585 -0.2197 -4.5693 -0.1 0.0 0.1
H -3.2087 1.6887 -2.2645 -0.1 0.0 0.0
H -3.5347 2.0053 -3.9715 0.0 0.0 0.0
H -1.3476 3.0336 -3.1329 0.0 -0.1 0.0
H -1.1566 1.9411 -4.5160 0.0 0.1 0.1
H 0.6436 2.5618 -1.6096 0.0 0.0 0.0
H 1.1516 2.2461 -3.2883 0.0 0.0 0.0
H 1.4381 1.0325 -2.0259 0.0 0.1 -0.1



Record 2
39
Properties=species:S:1:pos:R:3:forces:R:3 method="wB97M-V/def2-TZVPD" gap_ha="0.302 / 0.227" spin_multiplicity=4 e_homo_ev="-14.8 / -15.3" charge=+2 s_squared=3.7741
V 0.1325 0.6757 -1.2940 -0.7 -2.6 -1.3
Se -1.0810 3.0810 -3.2507 -0.3 -0.2 0.0
Se 0.5545 1.5830 -3.5464 0.3 0.4 -0.9
C 2.2266 2.1205 -0.3130 0.7 -0.4 -0.2
C 3.4861 2.6825 -0.0921 -0.3 0.0 0.1
C 4.5855 1.9270 -0.4442 -0.4 0.1 0.0
C 4.4044 0.6640 -1.0123 -0.3 -0.2 -0.1
C 3.1247 0.2017 -1.2185 0.8 -0.3 0.0
N 2.0461 0.9196 -0.8702 1.0 0.8 0.4
C -2.3142 1.9889 -2.2274 -0.4 0.2 -0.1
C -3.6364 2.4001 -2.1151 0.4 0.1 -0.1
C -4.5468 1.5471 -1.5052 0.2 -0.3 0.0
C -4.0984 0.3124 -1.0547 0.0 0.3 -0.2
C -2.7540 0.0076 -1.1789 -0.6 -0.4 0.1
N -1.8649 0.8310 -1.7335 -0.9 0.2 -0.2
H 3.5653 3.6679 0.3415 0.0 0.0 0.0
H 5.5762 2.3173 -0.2858 0.2 0.1 0.0
H 5.2470 0.0604 -1.3012 0.1 -0.1 0.0
H 2.9310 -0.7727 -1.6571 0.0 0.1 0.0
H -3.9478 3.3566 -2.5111 0.0 0.0 0.0
H -5.5871 1.8215 -1.4179 -0.1 0.1 0.0
H -4.7798 -0.4084 -0.6310 0.0 0.0 0.1
H -2.3727 -0.9581 -0.8655 0.0 0.2 0.0
O -0.0183 2.0632 -0.3484 -0.5 1.8 1.7
O 1.1153 2.7771 0.0284 0.6 1.2 0.6
C 1.2985 -2.5703 3.0916 -0.2 -0.3 0.5
N 1.0534 -1.9545 1.7959 0.0 0.1 -0.1
C -0.0188 -2.0389 1.0285 0.1 0.3 -0.3
S 0.1707 -1.5752 -0.6497 0.0 -1.1 -0.2
N -1.2103 -2.4966 1.3738 -0.1 -0.1 -0.2
C -1.7406 -2.8929 2.6687 0.1 -0.1 0.6
H 2.3311 -2.3757 3.3673 0.0 0.0 0.0
H 1.1581 -3.6497 3.0347 0.0 0.0 0.0
H 0.6541 -2.1560 3.8636 0.1 0.0 0.0
H 1.8725 -1.5697 1.3402 -0.3 -0.1 0.0
H -1.8629 -2.6016 0.6086 0.3 0.1 0.0
H -1.2578 -3.7902 3.0514 0.0 0.0 0.0
H -2.7978 -3.1105 2.5381 0.1 0.0 0.0
H -1.6437 -2.0847 3.3921 0.0 0.0 0.0



Record 3
129
Properties=species:S:1:pos:R:3:forces:R:3 method="wB97M-V/def2-TZVPD" gap_ha=0.237 e_homo_ev=-9.1 charge=+1
C -4.0337 0.7079 4.1606 -0.5 -0.4 0.5
C -4.3373 -0.8030 4.1602 1.1 0.8 -0.9
C -4.0091 -1.4291 2.7830 -0.2 -0.7 0.7
C -5.2189 -1.6341 1.8786 0.1 0.4 -0.3
C -5.7859 -0.3277 1.2492 -0.8 -0.8 0.2
P -6.1697 -0.4761 -0.5325 0.6 1.9 0.3
C -7.5432 0.6767 -0.8702 -1.2 -0.6 -0.4
C -8.8849 -0.1087 -0.6647 0.4 -0.2 0.6
C -9.6266 0.2323 0.6336 -0.2 -0.2 -0.3
C -10.6030 1.4074 0.5784 0.3 0.2 -0.4
C -10.0729 2.8210 0.3352 0.3 0.0 0.7
C -9.1447 3.3931 1.4272 -0.5 0.6 -0.8
C -8.4209 4.6133 0.8260 -0.2 -0.2 1.0
C -7.5178 5.3578 1.8223 0.5 -0.2 -0.9
C -6.0658 4.8542 1.7532 -0.2 0.5 0.6
C -5.0497 5.9549 2.0905 0.7 -1.1 0.0
C -3.6153 5.4972 1.6991 -0.6 0.3 0.2
C -3.0775 6.3369 0.5535 0.2 -0.7 0.0
O -3.7219 5.9113 -0.6444 0.3 -0.1 0.0
C -3.0716 6.3900 -1.8138 -0.5 0.4 -0.1
P -4.3307 -0.1864 -1.6823 0.9 -0.9 -0.4
C -4.6010 1.0535 -3.0293 -0.5 -0.2 0.5
C -3.1524 0.4972 -0.4362 -0.4 -0.1 0.1
C -1.7296 0.6448 -1.0199 -0.3 0.0 0.8
H -2.9894 0.9033 3.9199 0.0 0.0 -0.1
H -4.2003 1.0818 5.1717 -0.1 0.3 -0.1
H -4.6807 1.2503 3.4696 0.1 0.2 0.0
H -3.6239 -1.2275 4.8653 -0.4 -0.3 0.3
H -5.3661 -0.9953 4.4596 0.0 -0.2 0.1
H -3.2005 -0.8534 2.3304 -0.1 0.0 -0.2
H -3.5954 -2.4228 2.9730 0.0 0.0 -0.1
H -6.0143 -2.0778 2.4784 0.0 -0.1 0.0
H -5.0194 -2.3616 1.0870 0.3 0.0 0.1
H -5.1924 0.5647 1.4335 0.2 0.0 -0.2
H -6.7619 -0.1421 1.7053 0.0 0.2 0.0
H -6.5875 -1.7851 -0.8068 -0.1 0.1 0.1
H -7.5311 1.0716 -1.8852 0.4 -0.1 0.0
H -7.5226 1.5322 -0.1938 0.4 0.0 0.1
H -9.5439 -0.0471 -1.5299 0.1 0.3 -0.1
H -8.6244 -1.1678 -0.5804 -0.2 -0.1 -0.2
H -10.2442 -0.6407 0.8581 0.1 0.0 0.2
H -8.8961 0.3094 1.4440 -0.1 0.2 0.1
H -11.2886 1.2018 -0.2490 -0.2 -0.2 0.2
H -11.1717 1.3956 1.5095 -0.1 0.1 0.0
H -9.5616 2.9458 -0.6247 -0.1 -0.3 -0.1
H -10.9516 3.4676 0.2969 0.1 0.1 -0.2
H -8.4661 2.6386 1.8335 0.1 0.1 0.0
H -9.7757 3.7914 2.2243 0.1 -0.4 0.3
H -7.8490 4.2796 -0.0429 0.1 0.2 -0.1
H -9.2011 5.3004 0.4916 0.0 -0.1 -0.2
H -7.9077 5.2983 2.8392 -0.1 0.0 0.0
H -7.5032 6.4160 1.5523 -0.1 0.0 0.0
H -5.8177 4.4614 0.7642 -0.2 0.1 -0.1
H -5.9383 4.0390 2.4747 0.1 -0.1 -0.1
H -5.0886 6.1383 3.1645 -0.1 0.4 0.0
H -5.2427 6.8689 1.5302 -0.4 0.1 0.2
H -2.9453 5.5136 2.5593 0.1 0.2 -0.1
H -3.6614 4.4554 1.3729 0.2 0.0 -0.1
H -1.9976 6.1746 0.4625 0.0 0.2 -0.1
H -3.2802 7.4005 0.7167 0.2 0.0 0.1
H -2.7407 5.5724 -2.4550 0.1 -0.2 0.2
H -3.7784 6.9870 -2.3960 0.0 0.1 0.0
H -2.2230 7.0247 -1.5574 0.1 0.0 -0.1
H -5.6733 1.1911 -3.1685 0.0 0.2 -0.1
H -4.1172 2.0072 -2.8340 -0.1 0.0 0.1
H -4.2195 0.5995 -3.9397 0.1 0.1 0.0
H -3.5225 1.3955 0.0580 0.1 0.2 -0.2
H -3.1049 -0.2714 0.3353 -0.1 0.0 0.0
H -1.1351 -0.1953 -0.6654 0.1 -0.2 -0.4
H -1.2816 1.5153 -0.5444 0.1 0.2 -0.4
H -1.6983 0.7163 -2.1033 0.1 0.1 0.0
O 4.9563 -0.5044 -0.7048 1.0 -2.3 2.7
P 4.1039 -1.7064 -1.0532 -2.7 2.7 -5.3
N 4.6900 -1.8609 -2.6732 0.5 0.3 -0.1
C 3.9383 -2.3345 -3.8104 -0.4 -0.6 0.2
C 6.1060 -2.1937 -2.8222 0.2 0.3 0.2
N 2.5535 -0.9165 -0.9703 -0.6 -0.1 0.1
C 2.0774 -0.1458 -2.1047 0.1 -0.2 -0.4
C 2.3773 -0.1546 0.2619 0.2 -0.1 0.1
N 3.3494 -3.2564 -1.0990 1.5 -0.3 2.1
C 4.2178 -4.4210 -0.9520 0.1 0.0 -0.3
C 1.9504 -3.5700 -1.3090 -0.5 0.1 0.5
H 3.8128 -3.4293 -3.8324 0.0 0.0 0.0
H 4.4563 -2.0521 -4.7286 0.2 0.0 0.1
H 2.9522 -1.8809 -3.8804 0.0 -0.1 0.1
H 6.2805 -3.2774 -2.7822 0.0 0.0 -0.1
H 6.7000 -1.7353 -2.0364 -0.1 0.1 0.0
H 6.4964 -1.8162 -3.7691 -0.1 0.0 -0.1
H 2.8480 0.5058 -2.5352 0.0 0.0 0.0
H 1.2282 0.4800 -1.8200 0.1 0.0 0.3
H 1.6853 -0.8023 -2.8849 0.1 0.0 -0.1
H 2.8798 0.8184 0.2255 0.0 0.0 0.1
H 2.7771 -0.7033 1.1168 0.0 0.0 0.0
H 1.3111 0.0085 0.4510 0.0 0.0 -0.1
H 4.3538 -4.9366 -1.9093 0.0 0.0 0.0
H 3.8130 -5.1342 -0.2301 0.0 0.0 0.0
H 5.2042 -4.1280 -0.5886 0.0 0.0 -0.1
H 1.6475 -3.3691 -2.3406 0.0 0.1 0.0
H 1.2955 -3.0221 -0.6359 0.0 0.1 -0.1
H 1.7680 -4.6302 -1.1161 0.3 0.0 0.0
O 9.3994 -3.2048 -1.9957 -1.3 -3.0 1.0
P 10.1120 -3.4920 -0.6942 3.5 4.7 0.2
N 9.4526 -2.2292 0.2668 -0.5 0.0 -0.4
C 10.1012 -1.5554 1.3657 0.4 -0.4 0.4
C 8.0111 -2.2811 0.4623 -0.2 0.0 -0.3
N 11.7294 -3.1606 -1.2299 0.4 0.2 0.2
C 12.2388 -1.7988 -1.1920 -0.1 0.2 0.3
C 12.0304 -3.7726 -2.5219 -0.2 -0.2 0.0
N 10.7197 -4.4208 0.6156 -1.9 -1.5 -1.0
C 9.7531 -5.1905 1.3931 -0.1 0.2 0.2
C 12.0878 -4.5149 1.0916 0.5 -0.2 -0.3
H 10.1221 -2.1479 2.2942 0.0 0.0 0.0
H 9.5697 -0.6277 1.5861 -0.1 -0.1 -0.1
H 11.1206 -1.2596 1.1306 0.0 -0.2 0.0
H 7.7329 -2.9227 1.3131 0.0 0.1 0.1
H 7.5180 -2.6788 -0.4230 0.1 0.0 0.0
H 7.6003 -1.2828 0.6285 0.0 0.0 0.0
H 11.5221 -1.0627 -1.5776 0.0 0.0 0.0
H 13.1539 -1.7218 -1.7803 -0.1 -0.2 -0.1
H 12.5329 -1.5171 -0.1783 -0.1 0.1 0.0
H 11.6281 -3.1939 -3.3602 0.0 -0.1 0.0
H 11.6113 -4.7789 -2.5801 0.0 0.0 0.0
H 13.1121 -3.8639 -2.6459 0.0 0.1 0.1
H 9.5714 -4.7279 2.3706 0.0 -0.1 0.0
H 10.0941 -6.2155 1.5554 0.0 0.0 0.0
H 8.7962 -5.2546 0.8716 0.0 0.1 0.0
H 12.4072 -3.5870 1.5734 0.0 0.0 -0.1
H 12.7887 -4.7593 0.2991 0.0 0.1 0.0
H 12.1737 -5.3140 1.8322 -0.3 0.0 0.0



Record 4
12
Properties=species:S:1:pos:R:3:forces:R:3 method="wB97M-V/def2-TZVPD" gap_ha="0.375 / 0.375" e_homo_ev="-11.3 / -11.3" charge=0 e_above_lowest_kcal_mol=158.5 smiles="CC(=O)O/[N+]([O-])=N/C#N"
C -1.7542 -0.3210 -0.0153 0.1 0.3 -0.6
C -0.6097 -0.4344 -0.9672 -1.2 -2.8 -0.4
O -0.2889 -1.4491 -1.4944 0.3 0.2 -0.4
O 0.0405 0.7494 -1.2913 1.2 1.3 0.1
N 1.0899 0.9904 -0.3643 -0.6 -0.3 -0.1
O 1.6454 2.0182 -0.4975 0.7 0.8 0.0
N 1.1898 0.0404 0.4324 -1.7 -1.3 -0.5
C 1.9672 -0.1908 1.4525 1.5 1.0 0.2
N 2.6950 -0.4782 2.2973 -0.1 -0.1 0.3
H -2.7367 -0.3499 -0.5607 1.0 0.4 0.4
H -1.5030 0.6660 0.4030 -1.2 -0.6 1.0
H -1.7354 -1.2411 0.6055 0.1 1.0 0.1